{
  "formula": "C9H11N",
  "method": "wB97M-V/def2-TZVPD",
  "species": ["C", "C", "C", "C", "C", "C", "C", "N", "C", "C", "H", "H", "H", "H", "H", "H", "H", "H", "H", "H", "H"],
  "positions_angstrom": [[1.55443, 0.77891, 1.44546], [0.15238, 0.48494, 1.02677], [-0.94835, 0.96314, 2.01614], [0.00903, -1.01362, 0.78911], [-0.10431, -1.19244, -0.55148], [-0.48310, -2.09850, -1.56929], [-0.64491, -1.34146, -2.68514], [-0.22194, -0.03444, -2.52244], [-0.05955, 0.11512, -1.19426], [0.03840, 1.13083, -0.34634], [1.95763, 1.83093, 1.42245], [2.04807, 0.31431, 0.58511], [1.96154, 0.40307, 2.39348], [-1.72634, 1.15984, 1.29518], [-0.72648, 1.88749, 2.49252], [-1.29097, 0.29285, 2.80614], [0.13824, -1.69218, 1.58641], [-0.66135, -3.24184, -1.60859], [-0.89160, -1.73787, -3.70228], [-0.45861, 0.86609, -3.08770], [0.35778, 2.12483, -0.59128]],
  "homo_lumo_gap_ha": 0.290,
  "e_lumo_ev": 0.750,
  "smiles": "CC1(C)C=c2cc[nH]c2=C1",
  "total_energy_ha": -404.203529,
  "homo_energy_ev": -7.1
}